Molecular formula: C4H8N2OS
Method: DFT, the ωB97M-V functional and the def2-TZVPD basis

The geometry in ORCA input format:
```
! wB97M-V def2-TZVPD RIJCOSX def2/J DEFGRID3
* xyz 0 1
O 2.26028 1.96054 -0.20578
N 1.00465 1.97247 0.05469
C 0.31116 0.93399 0.27255
C -1.27413 0.98368 0.24533
C -1.58255 -0.36186 -0.34686
C -0.35321 -1.32468 -0.04837
N 0.75610 -0.48342 -0.02434
S 2.36476 -1.09506 -0.01086
H 2.56473 1.12366 -0.96178
H -1.60703 1.95575 -0.47113
H -1.71169 1.18676 1.24273
H -2.45305 -0.80020 0.14163
H -1.70480 -0.56225 -1.44927
H -0.76128 -1.85364 1.00389
H -0.50730 -2.17238 -0.71108
H 2.69337 -1.46337 1.26866
*
```

LUMO   0.63 eV
Largest force on an atom   7.0 eV/Å
HOMO level   -0.3147 Eh
Orbital gap   0.33790 Eh
E   -739.97579 a.u.
Structure (SMILES)   O/N=C1/CCCN1S
Relative energy (zero: lowest compared OMol25 entry of this formula, charge and spin)   116.9 kcal per mole

For reference, the Löwdin charges in units of e are:
1 O -0.13
2 N -0.08
3 C -0.27
4 C -0.12
5 C -0.21
6 C -0.31
7 N -0.46
8 S 0.79
9 H 0.17
10 H 0.17
11 H 0.11
12 H 0.10
13 H 0.12
14 H 0.15
15 H 0.10
16 H -0.13

=====

Molecular formula: CH3F2N
Method: DFT, the ωB97M-V functional and the def2-TZVPD basis

The geometry in ORCA input format:
```
! wB97M-V def2-TZVPD RIJCOSX def2/J DEFGRID3
* xyz 0 1
C 0.79751 -0.47870 0.47592
N -0.33620 -0.39461 -0.02909
F -0.98877 -1.59091 -0.17358
H 1.22026 0.46227 0.34347
H 1.26204 -1.43194 0.65572
F -3.04369 0.43459 -0.18078
H -2.16332 0.76838 -0.01917
*
```

LUMO   0.78 eV
Largest force on an atom   2.2 eV/Å
HOMO level   -0.4375 Eh
Orbital gap   0.46594 Eh
E   -294.29310 a.u.
Structure (SMILES)   C=NF.F
Relative energy (zero: lowest compared OMol25 entry of this formula, charge and spin)   57.9 kcal per mole

For reference, the Löwdin charges in units of e are:
1 C 0.01
2 N -0.04
3 F -0.07
4 H 0.06
5 H 0.09
6 F -0.12
7 H 0.06

=====

Molecular formula: C6H8BrClFN2
Method: DFT, the ωB97M-V functional and the def2-TZVPD basis

The geometry in ORCA input format:
```
! wB97M-V def2-TZVPD RIJCOSX def2/J DEFGRID3
* xyz 1 1
C -1.91199 1.11834 1.21239
C -0.96146 0.51090 0.26187
Br -1.86339 -0.62215 -1.06616
C 0.29442 -0.36184 1.15788
N 0.08148 -1.75355 0.98407
C 0.52426 -2.35674 -0.09769
N 1.25259 -1.74305 -1.06307
C 1.85127 -0.57328 -0.74833
Cl 2.87350 0.09994 -1.86313
C 1.69066 -0.01412 0.59889
F 2.77907 -0.32346 1.41288
H -2.33708 0.35822 1.76549
H -2.59698 1.72533 0.68988
H -1.45032 1.80753 1.97379
H -0.35660 1.22554 -0.18556
H 0.15632 -0.09070 2.14409
H -0.62425 -2.13737 1.65266
H 0.05081 -3.31454 -0.33047
H 1.61208 1.09627 0.38866
*
```

LUMO   -6.00 eV
Largest force on an atom   4.8 eV/Å
HOMO level   -0.5305 Eh
Orbital gap   0.30993 Eh
E   -3476.69448 a.u.
Structure (SMILES)   C[C@H](Br)[C@H]1[NH+]=CN=C(Cl)[C@@H]1F
Relative energy (zero: lowest compared OMol25 entry of this formula, charge and spin)   2.9 kcal per mole

For reference, the Löwdin charges in units of e are:
1 C -0.14
2 C -0.59
3 Br 0.80
4 C -0.16
5 N 0.08
6 C -0.12
7 N 0.11
8 C -0.65
9 Cl 0.93
10 C -0.30
11 F 0.06
12 H 0.06
13 H 0.08
14 H 0.12
15 H 0.05
16 H 0.13
17 H 0.21
18 H 0.16
19 H 0.17

=====

Molecular formula: C18H25NO5
Method: DFT, the ωB97M-V functional and the def2-TZVPD basis

The geometry in ORCA input format:
```
! wB97M-V def2-TZVPD RIJCOSX def2/J DEFGRID3
* xyz 0 1
C -4.64070 -4.08395 0.52771
C -4.79506 -2.64238 0.99510
C -3.81587 -1.71218 0.28180
C -3.95599 -0.26494 0.75586
C -2.96901 0.67425 0.05396
C -3.12616 2.12192 0.56109
C -2.09688 3.09767 -0.02338
C -0.68227 2.71352 0.39973
O -0.20240 3.09072 1.44588
N -0.06367 1.90094 -0.50022
C 1.19847 1.31765 -0.42725
C 2.11494 1.59977 0.58529
C 3.34679 0.97815 0.59190
C 3.68752 0.06732 -0.40543
C 4.99404 -0.62340 -0.43212
O 5.32564 -1.41654 -1.28200
O 5.77533 -0.28349 0.60593
C 7.06590 -0.88571 0.66244
C 8.06685 -0.14408 -0.21262
C 2.76966 -0.20990 -1.41903
C 1.53960 0.40690 -1.43127
C -3.10894 0.68499 -1.46078
O -2.16042 0.79899 -2.19440
O -4.34219 0.62658 -1.96101
H -3.63372 -4.44298 0.72686
H -4.82574 -4.16089 -0.54141
H -5.34463 -4.73052 1.04550
H -5.81852 -2.30827 0.80678
H -4.62287 -2.58870 2.07224
H -3.98335 -1.77611 -0.79636
H -2.79541 -2.05126 0.47233
H -4.98967 0.07465 0.62130
H -3.75662 -0.22262 1.82889
H -1.95297 0.33524 0.27721
H -3.02035 2.11684 1.64779
H -4.13053 2.48467 0.32359
H -2.17555 3.13785 -1.10993
H -2.30004 4.09050 0.38079
H -0.61008 1.60475 -1.30720
H 1.85191 2.30159 1.35890
H 4.05564 1.19616 1.37485
H 7.35417 -0.84154 1.71511
H 6.98538 -1.92957 0.34044
H 7.76732 -0.21323 -1.25545
H 8.11244 0.90410 0.07349
H 9.05151 -0.58839 -0.09818
H 3.04539 -0.91628 -2.18715
H 0.82609 0.19188 -2.21389
H -5.01498 0.51933 -1.27368
*
```

LUMO   0.37 eV
Largest force on an atom   0.8 eV/Å
HOMO level   -0.3130 Eh
Orbital gap   0.32658 Eh
E   -1131.93075 a.u.
Structure (SMILES)   CCCC[C@H](CCC(=O)Nc1ccc(C(=O)OCC)cc1)C(=O)O
Relative energy (zero: lowest compared OMol25 entry of this formula, charge and spin)   4.3 kcal per mole

For reference, the Löwdin charges in units of e are:
1 C -0.11
2 C -0.27
3 C -0.21
4 C -0.17
5 C -0.24
6 C -0.13
7 C -0.09
8 C -0.47
9 O 0.08
10 N 0.14
11 C -0.20
12 C 0.01
13 C 0.00
14 C -0.13
15 C -0.45
16 O 0.11
17 O -0.02
18 C -0.22
19 C -0.06
20 C -0.01
21 C 0.00
22 C -0.50
23 O 0.10
24 O 0.15
25 H 0.07
26 H 0.07
27 H 0.07
28 H 0.11
29 H 0.11
30 H 0.12
31 H 0.13
32 H 0.12
33 H 0.13
34 H 0.15
35 H 0.13
36 H 0.13
37 H 0.12
38 H 0.13
39 H 0.10
40 H 0.10
41 H 0.12
42 H 0.12
43 H 0.12
44 H 0.07
45 H 0.08
46 H 0.08
47 H 0.12
48 H 0.11
49 H 0.11